Computed, not measured: C21H16Cl5EuF3N2O3PS as an isolated structure in a non-equilibrium geometry, with wB97M-V/def2-TZVPD.

The geometry in XYZ format:
```
53
Properties=species:S:1:pos:R:3:forces:R:3:nbo_charge:R:1
Eu -0.202 0.191 0.065 2.30 -0.68 -1.53 1.747
Cl -2.101 1.395 -2.658 -0.37 0.59 -0.30 0.031
C -2.091 -0.330 -2.754 0.55 -0.58 0.55 -0.065
C -1.239 -0.937 -1.828 -0.86 -0.86 -1.16 -0.445
C -1.207 -2.330 -1.899 -0.06 1.09 -0.08 -0.076
Cl -0.128 -3.035 -0.728 0.26 -0.66 0.05 0.025
C -1.936 -3.092 -2.803 -0.03 0.18 0.04 -0.098
Cl -1.825 -4.803 -2.841 0.08 -0.19 0.10 0.049
C -2.780 -2.422 -3.692 0.09 0.09 0.06 -0.079
Cl -3.711 -3.319 -4.819 -0.08 -0.08 -0.09 0.059
C -2.866 -1.027 -3.675 0.15 -0.03 0.16 -0.098
Cl -3.911 -0.217 -4.771 -0.02 0.14 -0.03 0.054
O -2.765 0.598 2.798 -0.02 0.34 -0.29 -0.668
C -2.032 1.097 1.948 -0.62 0.78 2.06 0.764
O -2.088 0.914 0.699 -1.11 0.33 -0.39 -0.760
C -0.906 2.014 2.440 0.00 0.01 0.20 0.115
C -1.011 2.672 3.660 0.03 -0.07 -0.14 -0.215
C 0.072 3.405 4.117 -0.05 -0.17 -0.24 -0.148
C 1.216 3.447 3.337 -0.14 -0.09 -0.11 -0.245
C 1.229 2.777 2.123 0.30 0.02 -0.07 0.075
N 0.193 2.068 1.674 -0.49 0.41 0.55 -0.486
H -1.928 2.592 4.222 -0.05 -0.07 0.03 0.245
H 0.033 3.919 5.066 -0.03 0.05 0.06 0.225
H 2.090 3.983 3.666 0.15 0.10 -0.03 0.230
H 2.115 2.794 1.495 -0.11 -0.07 0.03 0.217
F 5.807 1.377 -2.196 -0.06 -0.02 -0.34 -0.330
C 5.094 1.645 -1.083 0.50 0.02 0.14 0.981
F 5.286 0.623 -0.261 -0.14 -0.13 0.05 -0.299
F 5.723 2.701 -0.509 -0.12 0.27 0.03 -0.338
C 3.672 1.998 -1.419 -0.30 -0.04 0.04 -0.243
C 3.506 3.076 -2.271 -0.23 -0.12 0.09 -0.087
C 2.227 3.491 -2.619 0.14 -0.09 0.08 -0.311
C 1.158 2.802 -2.078 -0.13 0.21 -0.15 0.095
N 1.286 1.759 -1.265 0.52 0.08 -0.10 -0.570
C 2.533 1.318 -0.924 0.05 0.37 -0.35 0.102
S 2.577 -0.050 0.089 0.00 -0.67 0.58 -0.261
H 4.379 3.585 -2.658 0.01 0.04 -0.02 0.231
H 2.074 4.322 -3.287 -0.08 0.07 -0.04 0.228
H 0.140 3.095 -2.309 0.04 -0.01 -0.01 0.206
C -1.409 -1.554 4.388 0.06 -0.09 -0.61 -1.008
P -1.029 -2.049 2.678 -0.74 -1.20 0.81 1.959
C -0.143 -3.639 2.829 -0.23 0.60 -0.08 -0.992
C -2.613 -2.361 1.835 0.52 0.18 0.23 -1.021
O -0.178 -1.035 1.964 0.25 0.26 -0.04 -1.137
H -1.919 -2.365 4.901 -0.02 -0.13 0.05 0.242
H -2.052 -0.679 4.350 0.03 0.01 0.02 0.294
H -0.484 -1.313 4.907 0.11 -0.02 0.02 0.250
H -0.763 -4.361 3.354 -0.06 -0.07 0.04 0.244
H 0.773 -3.469 3.391 0.03 0.02 0.05 0.253
H 0.119 -4.025 1.847 -0.06 -0.01 -0.06 0.259
H -3.211 -3.052 2.422 -0.07 -0.11 0.11 0.249
H -2.445 -2.782 0.845 0.08 0.00 0.01 0.259
H -3.136 -1.407 1.757 0.00 -0.04 0.01 0.294
```
Forces are in eV/Å.

The spin multiplicity is 7. As for the frontier orbital gap (spin up / spin down): 7.715 / 7.929 eV. Its expectation value of S² is 12.010. The total charge is 0. As for the LUMO energy (spin up / spin down): -0.28 / -0.07 eV. The calculation puts the total energy at -141381.983 eV.